90
Properties=species:S:1:pos:R:3:lowdin_charge:R:1 method="wB97M-V/def2-TZVPD" charge=0 max_force_ha_per_bohr=0.1978 e_homo_ev=-7.6 smiles="C=CCB(CCOC=O)CCC(F)=C(F)F.CC#N.CC#N.CC#N.CC#N.CC#N.CC#N.CC#N.CC#N.CC#N.CC#N" orbital_gap_ev=6.612 lumo_ev=-0.96
C -2.90 -0.16 4.20 -0.069
C -2.99 -1.59 3.80 -0.151
C -2.14 -2.84 4.43 -0.146
B -0.60 -2.45 4.92 -0.262
C 0.62 -3.20 4.06 -0.105
C 0.48 -2.63 2.50 -0.194
O 1.77 -2.71 1.77 -0.139
C 1.54 -1.95 0.49 -0.117
O 1.02 -2.55 -0.60 -0.056
C -0.23 -1.44 6.16 -0.123
C 1.18 -0.62 6.00 -0.119
C 1.01 1.03 6.02 -0.030
F 1.47 1.83 4.83 -0.065
C 0.45 1.82 7.16 -0.007
F 1.07 3.17 7.39 -0.046
F -0.63 1.29 8.05 -0.028
H -3.56 0.21 5.12 0.072
H -2.28 0.68 3.65 0.071
H -3.80 -1.85 2.96 0.115
H -2.72 -3.40 5.31 0.121
H -2.07 -3.66 3.56 0.111
H 0.46 -4.37 4.12 0.122
H 1.69 -2.99 4.52 0.107
H -0.41 -3.16 1.92 0.145
H 0.13 -1.49 2.62 0.137
H 1.82 -0.80 0.50 0.151
H -1.09 -0.63 6.29 0.100
H -0.20 -2.12 7.14 0.139
H 1.90 -0.86 6.93 0.138
H 1.79 -0.87 5.04 0.114
C -1.42 -2.59 -3.15 -0.073
C -2.75 -1.94 -3.48 -0.195
N -3.85 -1.40 -3.76 0.077
H -1.12 -2.34 -2.13 0.055
H -1.50 -3.68 -3.23 0.080
H -0.64 -2.24 -3.84 0.077
C -5.92 0.16 -6.44 -0.100
C -6.02 -0.21 -7.91 -0.190
N -6.11 -0.52 -9.13 0.084
H -6.91 0.39 -6.04 0.046
H -5.50 -0.68 -5.88 0.045
H -5.27 1.03 -6.32 0.071
C -3.62 3.44 8.88 -0.078
C -4.43 2.95 7.69 -0.207
N -5.10 2.54 6.71 0.081
H -2.56 3.33 8.68 0.060
H -3.84 4.50 9.07 0.077
H -3.88 2.86 9.77 0.077
C 2.87 5.21 6.58 -0.099
C 3.56 6.57 6.51 -0.208
N 4.13 7.69 6.45 0.077
H 2.63 4.87 5.57 0.075
H 3.53 4.48 7.06 0.076
H 1.95 5.29 7.16 0.059
C 3.72 -1.42 -3.39 -0.087
C 3.58 -0.41 -2.26 -0.153
N 3.46 0.42 -1.32 0.094
H 2.91 -2.15 -3.34 0.077
H 3.69 -0.91 -4.35 0.033
H 4.68 -1.95 -3.30 0.021
C 8.54 -2.25 -2.89 -0.072
C 7.26 -3.06 -3.04 -0.187
N 6.20 -3.73 -3.16 0.094
H 8.65 -1.56 -3.73 0.077
H 8.51 -1.67 -1.96 0.080
H 9.41 -2.92 -2.85 0.078
C 4.80 -2.90 -7.22 -0.069
C 3.58 -2.19 -6.65 -0.184
N 2.56 -1.61 -6.19 0.102
H 5.13 -3.68 -6.52 0.072
H 4.56 -3.36 -8.18 0.079
H 5.61 -2.18 -7.36 0.075
C 3.55 3.34 -0.14 -0.110
C 4.05 4.14 1.05 -0.215
N 4.46 4.80 2.04 0.070
H 2.46 3.24 -0.10 0.072
H 3.83 3.84 -1.07 0.075
H 4.00 2.34 -0.14 0.020
C -7.51 3.46 -3.59 -0.075
C -7.62 3.09 -5.06 -0.192
N -7.70 2.79 -6.28 0.101
H -8.50 3.70 -3.19 0.077
H -7.09 2.63 -3.02 0.077
H -6.87 4.34 -3.47 0.077
C -2.97 -0.75 -9.93 -0.104
C -1.57 -1.27 -9.65 -0.216
N -0.41 -1.70 -9.42 0.067
H -3.10 0.24 -9.48 0.070
H -3.14 -0.67 -11.00 0.076
H -3.72 -1.43 -9.50 0.046